A cluster of 4 separate species, C4H15NO3 in total at a distorted geometry, computed with ωB97M-V with the def2-TZVPD basis set.

Positions of all 23 atoms, in Å:
O1 -2.70283 -1.42653 -0.57398
O2 1.28355 1.28329 5.88340
O3 -3.12542 -3.95407 0.15799
N1 0.23864 0.30223 -1.42695
C1 -0.53911 0.46639 -0.14316
C2 1.67569 1.35948 -3.01924
C3 2.36034 1.84261 -0.75751
C4 1.36393 1.12697 -1.74599
H1 -0.56614 -0.53908 0.10133
H2 -3.33471 -2.13796 -0.65833
H3 1.41245 0.53471 6.60737
H4 0.41613 1.16951 5.42005
H5 -1.94341 -1.84185 -0.14058
H6 1.22660 0.82028 -3.86425
H7 1.71981 2.05138 0.15737
H8 -2.53126 -4.45031 0.68678
H9 2.62160 2.81019 -1.26006
H10 -3.87623 -4.48904 -0.05721
H11 3.28636 1.40136 -0.26560
H12 0.11177 0.95725 0.57006
H13 2.50991 1.80491 -3.35281
H14 -1.38840 1.13458 -0.17945
H15 -0.21929 -0.22632 -2.13923

## Properties
relative energy (zero: lowest compared OMol25 entry of this formula, charge and spin) = 44.59 kcal per mole
total charge = +1
multiplicity = 2
HOMO level (spin up / spin down) = -13.4 / -13.4 eV
energy = -441.5027 a.u.
frontier orbital gap (spin up / spin down) = 10.1 / 6.2 eV

Here are the Mulliken charges for atoms 1 to 5, given in e: number 1, O, carries -0.628; number 2, O, carries -0.664; number 3, O, carries -0.603; number 4, N, carries -0.061; number 5, C, carries -0.745